7
Properties=species:S:1:pos:R:3:lowdin_charge:R:1 method="wB97M-V/def2-TZVPD" relative_energy_ev=5.234 multiplicity=1 charge=-1 e_tot_ev=-17485.777 lumo_energy_ev="3.6 / 3.6"
S -1.35 -1.53 -1.63 0.55
H 2.08 0.57 0.57 -0.07
H -0.69 0.63 1.26 -0.08
C -0.45 -0.51 -0.77 -0.77
N 1.15 0.75 0.34 -0.10
O -1.46 0.24 0.82 -0.31
O 0.73 -0.15 -0.60 -0.23

83
Properties=species:S:1:pos:R:3:lowdin_charge:R:1 method="wB97M-V/def2-TZVPD" multiplicity=1 charge=0 e_tot_ev=-74871.266 lumo_energy_ev=0.4
H 0.73 -2.46 -5.64 0.07
C -3.34 -3.32 1.60 -0.18
H 3.32 4.36 5.33 0.09
H -1.78 -0.61 -4.93 0.09
H -0.93 3.20 3.53 0.12
H -3.78 -4.65 0.01 0.13
F 0.89 0.91 -1.56 0.13
H -2.04 1.95 -5.88 0.11
H -3.07 -5.26 2.45 0.10
C -1.22 -4.15 2.71 -0.09
H 4.55 4.63 4.09 0.12
O 0.06 5.69 4.48 -0.14
C 0.75 0.77 0.77 -0.36
O -1.71 -0.74 0.44 -0.24
H 5.92 4.87 6.03 0.12
H -3.21 1.28 -7.92 0.11
H -2.06 -4.11 -3.53 0.13
O -3.26 -2.80 -0.74 -0.06
O -0.63 -4.34 -2.12 0.05
C 0.62 0.02 -0.58 -0.45
H -2.04 -4.23 0.20 0.12
C 0.69 4.32 2.66 -0.17
C 0.16 5.69 3.05 -0.20
H 6.16 2.38 3.54 0.12
C -0.22 -3.29 -1.40 -0.42
H -3.06 -2.34 -2.64 0.17
H 0.65 2.51 3.89 0.09
H 0.39 4.03 1.66 0.10
H 4.99 3.67 6.94 0.12
H 1.68 -3.27 -4.39 0.08
O 6.27 2.90 5.53 -0.14
O -2.39 -1.19 -6.82 -0.14
H -0.84 5.87 2.64 0.12
C 0.11 3.44 3.75 -0.17
C 4.19 2.53 4.46 -0.17
C -3.06 -3.86 0.21 -0.18
F 1.92 1.45 0.70 0.15
C -2.18 0.93 -7.83 -0.17
C -1.10 -2.12 -1.87 -0.35
H 3.74 2.40 3.48 0.10
H -1.57 1.50 -8.53 0.11
H -3.37 -0.02 -5.43 0.12
H -0.63 0.98 -6.33 0.11
H 0.81 6.51 2.74 0.12
C -2.11 -0.57 -8.07 -0.21
F 0.10 0.36 3.02 0.17
H 1.14 -1.62 -2.87 0.11
O -0.94 -1.72 -3.19 -0.11
F 2.12 -0.20 2.46 0.16
H -2.84 -0.92 -8.81 0.12
H -1.11 -0.87 -8.40 0.11
H 1.18 4.27 5.45 0.10
C 0.20 4.35 4.97 -0.20
H 1.79 4.32 2.71 0.11
F 1.54 -0.95 -0.65 0.13
C -2.47 -2.84 -1.88 -0.24
S -1.13 -0.57 -0.86 0.85
H -4.40 -3.14 1.74 0.12
C 5.66 2.13 4.49 -0.20
H 0.49 -0.77 -4.24 0.12
H 5.82 1.07 4.69 0.12
H -0.84 -3.49 1.93 0.04
H -0.57 4.15 5.71 0.12
C 0.72 -2.84 -4.63 -0.02
C 0.84 -0.16 2.03 -0.50
H -0.76 -5.12 2.53 0.07
C 0.41 -1.69 -3.67 -0.19
H -3.15 -3.95 3.62 0.10
H -0.87 -3.81 3.67 0.07
C 5.37 3.93 5.95 -0.20
H -0.03 -3.61 -4.57 0.07
C -1.72 1.03 -6.38 -0.16
C 4.26 3.98 4.92 -0.17
C -2.04 -4.20 -2.46 -0.03
H -2.84 -2.36 1.68 0.09
C -2.35 -0.21 -5.77 -0.19
H 3.63 1.93 5.18 0.12
O 0.62 -3.34 -0.53 0.17
H -2.58 -5.05 -2.10 0.14
O -1.74 0.43 -1.69 -0.23
C -2.74 -4.24 2.66 -0.24
F -0.22 1.68 0.87 0.16
F 0.46 -1.42 1.77 0.16

21
Properties=species:S:1:pos:R:3:lowdin_charge:R:1 method="wB97M-V/def2-TZVPD" relative_energy_ev=0.742 multiplicity=1 charge=0 e_tot_ev=-8496.150 lumo_energy_ev=0.9
C -0.09 -1.00 0.06 -0.21
C 1.48 1.04 0.20 -0.07
H -0.76 1.29 -1.46 0.10
H 0.46 -1.30 2.50 0.07
H -1.59 0.42 -2.74 0.12
H 2.33 1.13 0.87 0.06
H -0.44 0.87 1.02 0.12
H 1.85 -0.14 2.45 0.06
H 0.34 0.37 3.06 0.07
H 1.15 2.05 -0.02 0.07
H -3.23 0.28 -1.36 0.08
H 0.61 -0.58 -1.95 0.10
O -2.43 0.28 -0.83 -0.06
H 0.65 -1.80 0.17 0.12
H -0.76 -1.70 -1.81 0.11
C -0.33 -0.77 -1.43 -0.19
C 0.39 0.19 0.87 -0.42
C 0.78 -0.28 2.29 -0.07
H -1.00 -1.36 0.52 0.11
H 1.89 0.63 -0.73 0.07
C -1.30 0.38 -1.68 -0.26